Here is 3 unconnected molecules or ions with the total composition C4H13NO5 in a non-equilibrium geometry from OMol25. Energies are from wB97M-V/def2-TZVPD.

Results
- SMILES: N[C@@H](CO)CC(=O)O.O.O
- ΔE to the lowest compared entry with this formula, charge and spin: 72.13 kcal/mol
- Spin multiplicity: 1
- HOMO energy: -9.454 eV
- Molar mass: 155.15 g/mol
- Total charge: 0

The geometry in XYZ format:
```
23
Properties=species:S:1:pos:R:3:forces:R:3
N -0.31337 -0.27098 1.87206 -0.8 -0.7 1.0
C 0.07825 -0.22798 0.47925 1.4 1.0 -0.7
C 1.68420 -0.36159 0.42357 -3.3 -4.9 0.3
O 2.29497 0.62914 1.03457 2.7 2.3 0.4
C -0.41107 -1.24615 -0.54515 2.4 -3.0 -0.9
C -1.79030 -1.54207 -0.40547 -5.1 -1.0 0.9
O -2.44327 -2.12941 0.47320 2.0 1.2 -1.0
O -2.48593 -1.04025 -1.45728 -3.5 1.0 1.0
H 0.35944 -0.83974 2.38057 -0.2 0.1 0.0
H -1.25697 -0.62202 2.16460 1.1 0.5 -1.1
H -0.23581 0.79574 0.05022 0.8 -1.6 0.5
H 1.77995 -0.80863 -0.58602 1.3 1.9 -0.5
H 2.08482 -1.32558 0.97666 -1.5 1.1 -0.4
H 1.70248 1.35296 1.20093 -0.4 0.8 -0.3
H 0.02674 -2.32744 -0.28888 -0.1 2.2 -0.6
H -0.22145 -0.97151 -1.67572 0.0 -0.3 2.6
H -3.50162 -0.96460 -1.12214 3.4 -0.7 -1.2
O 0.84731 0.96074 -2.72138 -2.7 1.0 0.2
H 0.29808 1.78637 -2.82951 0.5 -1.4 0.2
H 1.68736 1.29525 -2.92846 2.1 0.4 -0.4
O 0.27687 2.83082 1.07777 -2.4 0.0 -2.8
H -0.58055 2.59845 0.50962 2.9 0.8 2.1
H 0.11988 2.42850 1.91699 -0.5 -0.6 1.1
```
Positions in Å, forces in eV/Å.